Density functional theory data (the ωB97M-V functional and the def2-TZVPD basis) for the ion C3H6N3O2 with charge -1 in a non-equilibrium geometry.

Properties
**Largest force on an atom**: 4.7 eV/Å
**HOMO (spin up / spin down)**: 0.0250 / -0.1752 hartree
**Kohn-Sham gap (spin up / spin down)**: 0.139 / 0.234 hartree
**Expectation value of S²**: 2.01
**Multiplicity**: 3
**E_tot**: -11765.96940 eV
**Relative energy (zero: lowest compared OMol25 entry of this formula, charge and spin)**: 2.128 eV
**Charge**: -1

Geometry as XYZ:
```
14
Properties=species:S:1:pos:R:3:forces:R:3
C 1.00488 -0.84315 -0.50640 -2.7 1.9 1.9
C -1.04495 -0.86410 1.20763 1.4 0.6 0.1
C 0.18301 -0.11445 0.64814 0.3 -0.7 0.0
N 0.35381 2.05842 -0.90071 2.8 0.5 1.8
N -0.68355 1.29592 -1.37406 -2.1 -1.9 -1.9
N -0.47523 1.31183 0.01805 0.3 1.5 0.0
O 0.59831 -1.90678 -0.90822 -1.7 -4.3 -0.9
O 1.99352 -0.19349 -0.80705 4.0 2.5 -0.8
H -0.99415 -1.16392 2.31978 0.3 0.2 -1.7
H -0.97767 -1.70017 0.47272 -1.3 0.1 0.9
H -1.85791 -0.10511 1.12390 0.0 -1.1 -0.2
H 0.92188 0.32338 1.30274 0.2 0.3 0.7
H 1.31556 1.55479 -0.92775 -1.6 0.2 0.0
H -0.33751 0.34682 -1.66876 0.1 0.4 0.0
```
Forces are in eV/Å.